{
  "formula": "C12H16N2",
  "method": "ωB97M-V/def2-TZVPD",
  "symbols": ["C", "C", "C", "C", "C", "C", "C", "C", "H", "H", "H", "H", "H", "H", "H", "H", "H", "H", "C", "C", "C", "C", "N", "N", "H", "H", "H", "H", "H", "H"],
  "xyz": [[1.266, -1.832, 0.244], [0.005, -2.197, -0.510], [1.867, -0.504, -0.259], [2.620, 0.305, 0.624], [1.544, 0.068, -1.451], [2.886, 1.616, 0.303], [1.920, 1.356, -1.875], [2.629, 2.129, -0.975], [1.063, -1.725, 1.311], [2.063, -2.573, 0.157], [-0.929, -1.692, -0.294], [2.918, -0.118, 1.575], [0.940, -0.439, -2.201], [3.391, 2.240, 1.033], [1.582, 1.653, -2.856], [3.017, 3.085, -1.305], [-0.154, -3.250, -0.224], [0.193, -2.172, -1.580], [-3.467, -0.662, -0.514], [-1.630, 0.963, 0.271], [-2.693, 0.114, 0.474], [-2.067, 0.748, 2.420], [-1.194, 1.347, 1.537], [-2.955, 0.028, 1.850], [-1.112, 1.174, -0.648], [-0.884, 2.271, 1.760], [-4.208, -1.273, -0.015], [-2.861, -1.450, -0.991], [-1.825, 0.892, 3.461], [-3.925, -0.102, -1.321]],
  "atomic_forces_ev_per_a": [[0.6, 1.7, -0.4], [0.4, -2.0, 0.1], [0.0, 0.3, 1.7], [-0.8, -0.4, -0.4], [-0.7, 0.4, -2.0], [0.9, 0.2, -0.2], [0.2, -0.9, 1.2], [-0.2, 0.1, -0.4], [0.0, 0.0, 0.0], [-0.3, -0.4, -0.1], [0.4, 0.5, 0.3], [-0.1, 0.2, 0.2], [0.0, -0.3, 0.4], [0.1, 0.0, -0.1], [0.3, 0.4, -0.1], [-0.2, 0.2, 0.4], [-0.3, 0.1, -0.4], [-0.2, -0.1, -0.1], [0.1, -1.3, -0.4], [-0.7, -0.7, 0.3], [0.7, 1.0, 0.6], [1.4, 1.0, 0.1], [-0.9, -0.4, -0.5], [-0.5, -1.1, -0.8], [0.1, 0.3, 0.1], [0.8, 0.2, -0.1], [-0.5, 0.3, 0.3], [0.2, 0.4, 0.0], [-0.7, -0.1, 0.3], [-0.1, 0.3, 0.1]],
  "smiles": "Cc1c[nH]cn1.CCc1ccccc1",
  "max_force_ev_per_a": 2.21,
  "homo_lumo_gap_ev": 9.45,
  "homo_energy_ha": -0.316,
  "charge": 0,
  "relative_energy_kcal_mol": 19.50,
  "molar_mass_g_mol": 188.27
}